Record 1
Molecular formula: C23H18N5RuS3Se
Method: DFT, wB97M-V/def2-TZVPD

ORCA input file:
```
! RIJCOSX wB97M-V def2-TZVPD def2/J DEFGRID3
* xyz 0 2
Ru -1.52569 -0.53703 2.42494
C -3.17542 0.20938 3.52397
C -2.53186 1.33606 2.90615
C -1.23504 1.45655 3.47435
C -1.04534 0.41410 4.39566
C -2.24429 -0.38882 4.41314
H -4.17425 -0.14120 3.32281
H -2.96416 1.98742 2.16463
H -0.49121 2.17658 3.18597
H -0.12632 0.20650 4.92204
H -2.39600 -1.27807 5.00180
N 0.22601 1.47146 0.68538
C 1.36419 0.70275 0.48554
C 2.60803 1.26801 0.33849
C 3.75219 0.48117 0.11058
C 3.65336 -0.87133 -0.02133
C 2.39186 -1.49347 0.11895
C 2.21918 -2.88442 -0.04867
C 0.98204 -3.43784 0.09021
C -0.08494 -2.60872 0.46947
N 0.03310 -1.31588 0.64411
C 1.24658 -0.72366 0.42769
H 0.40104 2.45617 0.54204
H -0.57173 1.16875 0.13089
H 2.70525 2.34703 0.37861
H 4.71350 0.96796 0.00944
H 4.52234 -1.47965 -0.23483
H 3.07905 -3.49604 -0.29281
H 0.81265 -4.49627 -0.04563
H -1.05923 -3.03364 0.67897
Se 2.39126 -2.01178 4.14441
C 0.74385 -2.07944 3.53808
N -0.36359 -2.10685 3.13534
S -1.84252 -1.55379 -4.77710
C -2.03877 -1.15933 -3.19323
S -2.90435 -2.11870 -2.01305
C -2.52486 -0.95814 -0.77025
N -1.83584 0.04496 -1.18919
N -1.56303 -0.07715 -2.53235
C -0.74228 0.93355 -3.12872
C -1.28869 1.80910 -4.05149
C -0.48572 2.79718 -4.59831
C 0.84587 2.90475 -4.21776
C 1.38186 2.01740 -3.29533
C 0.58653 1.01975 -2.75232
S -3.10167 -1.19242 0.85726
H -2.32569 1.70322 -4.33986
H -0.90030 3.48480 -5.32329
H 1.46825 3.67899 -4.64712
H 2.42120 2.09157 -3.00212
H 0.99363 0.30848 -2.04615
*
```

Calculated values
HOMO level (alpha / beta) in eV: -7.79 / -7.88
Kohn-Sham gap (alpha / beta) in eV: 7.35 / 6.46
Energy in eV: -132027.5972


Record 2
Molecular formula: C3H7N3S
Method: DFT, wB97M-V/def2-TZVPD

ORCA input file:
```
! RIJCOSX wB97M-V def2-TZVPD def2/J DEFGRID3
* xyz 0 1
C 1.73159 0.83477 0.28563
N 0.37094 0.32772 0.28518
N -0.65113 1.14526 -0.20039
C 0.09427 -0.90754 0.69481
N -1.01561 -1.55542 0.56846
C -1.92968 -1.49388 -0.41109
S -1.70434 -1.22660 -2.00845
H 2.10663 0.91848 -0.75785
H 1.81990 1.82089 0.78136
H 2.38338 0.14419 0.82032
H -0.76835 1.03275 -1.22896
H -0.48144 2.10593 0.08183
H 0.96400 -1.37393 1.17242
H -2.92015 -1.77263 -0.08328
*
```

Calculated values
Structure (SMILES): CN(N)/C=N\C=S
HOMO level in eV: -8.13
Kohn-Sham gap in eV: 8.61
Energy in eV: -18528.2885


Record 3
Molecular formula: C15H26N3O3
Method: DFT, wB97M-V/def2-TZVPD

ORCA input file:
```
! RIJCOSX wB97M-V def2-TZVPD def2/J DEFGRID3
* xyz -1 1
C -0.14946 -1.13693 -4.49570
O 1.03466 -0.34554 -4.25071
C 2.21624 -1.03062 -4.78550
C 3.40464 -0.02852 -5.18545
O 3.29574 0.86321 -6.10394
O 4.62208 -0.17490 -4.53106
H -0.74822 -0.64983 -5.34420
H -0.83705 -1.22308 -3.57590
H 0.07445 -2.22105 -4.81433
H 2.53984 -1.78177 -3.98646
H 1.87961 -1.53458 -5.76858
C -2.37242 -1.21584 1.22811
C -3.42451 -2.01209 0.46588
C -3.05776 -2.21093 -1.00562
C -2.93381 -0.87422 -1.67926
N -2.83907 0.17632 -2.20885
H -2.26428 -0.20521 0.82751
H -2.65671 -1.11920 2.27898
H -1.39727 -1.71011 1.18337
H -4.38749 -1.49640 0.54240
H -3.54581 -2.99000 0.94125
H -3.82943 -2.79633 -1.51204
H -2.11022 -2.74906 -1.09651
C 1.94508 -0.43310 3.00007
C 0.93792 -0.67913 4.11808
C 0.95553 -2.12271 4.62791
C 0.60883 -3.06448 3.51059
N 0.33542 -3.80461 2.63295
H 1.72496 -1.03961 2.11782
H 1.91773 0.61235 2.68884
H 2.96277 -0.66371 3.33172
H -0.06213 -0.42635 3.75570
H 1.15873 -0.00381 4.95032
H 0.22870 -2.24520 5.43511
H 1.94351 -2.38029 5.01948
C 0.89175 4.83149 1.19499
C 0.64877 3.94630 -0.02312
C -0.60386 3.07742 0.11223
C -0.46796 2.16524 1.29709
N -0.35935 1.44829 2.22862
H 1.06413 4.23801 2.09673
H 1.77726 5.45315 1.04186
H 0.03852 5.49289 1.37584
H 1.52544 3.31035 -0.18001
H 0.54874 4.57981 -0.90884
H -0.74158 2.47324 -0.78854
H -1.49263 3.70114 0.24119
*
```

Calculated values
HOMO level in eV: -3.63
Kohn-Sham gap in eV: 5.98
Energy in eV: -26588.3304